[1]
Here is a molecular structure, CH3BrO4PPt in a non-equilibrium geometry from OMol25. Energies are from wB97M-V/def2-TZVPD.

The geometry in XYZ format:
```
11
Properties=species:S:1:pos:R:3:forces:R:3
O 0.512 0.193 2.076 -0.002 0.574 0.474
P 0.644 -0.195 0.682 0.103 0.378 0.923
O 1.744 0.671 -0.110 -0.385 -0.193 -0.395
O 1.026 -1.694 0.523 -0.309 -0.164 -0.522
C -1.017 0.264 -0.144 1.323 -1.259 0.704
O -1.352 -0.499 -1.204 -0.180 1.178 -0.717
Br -2.427 0.250 1.079 -0.151 0.670 0.232
H 1.372 1.209 -0.824 0.455 -0.087 -0.342
H 0.820 -2.109 -0.322 0.211 -0.302 -0.131
H -0.809 -0.282 -1.974 0.094 -0.168 -0.296
Pt -0.513 2.192 0.218 -1.159 -0.626 0.070
```
Positions in Å, forces in eV/Å.

Properties
E_HOMO: -14.851 eV
Total charge: +1
Frontier orbital gap: 0.26755 Eh

---

[2]
Here is 2 unconnected molecules or ions with the total composition C7H8O2S in a non-equilibrium geometry from OMol25. Energies are from wB97M-V/def2-TZVPD.

The geometry in XYZ format:
```
18
Properties=species:S:1:pos:R:3:forces:R:3
C 1.988 0.828 0.295 0.772 0.456 -1.012
C 1.434 1.014 -0.951 -5.282 -1.609 3.493
C 1.146 0.625 1.353 2.272 -1.030 2.696
C -0.063 0.859 -1.077 3.611 0.570 -2.479
C -0.177 0.633 1.247 -2.788 2.132 3.648
C -0.810 0.880 0.065 -1.513 -1.051 -1.694
C -0.664 -2.030 0.367 0.674 0.374 0.871
O -2.204 0.859 0.006 0.326 1.120 -1.486
O 0.554 -2.218 -0.106 -0.715 -0.747 -0.459
S -2.010 -2.440 -0.617 0.705 -0.739 -1.407
H 3.061 0.903 0.465 -0.222 -0.047 -0.185
H 2.022 1.255 -1.709 2.190 0.686 -3.619
H 1.542 0.397 2.382 -0.160 0.522 -1.220
H -0.431 0.686 -2.159 0.130 0.763 2.040
H -0.712 0.846 2.253 0.365 -1.156 -1.930
H -2.441 1.275 -0.881 0.323 -0.874 1.726
H 0.641 -2.634 -0.999 -0.219 0.312 0.324
H -2.877 -1.739 0.066 -0.466 0.318 0.693
```
Positions in Å, forces in eV/Å.

Properties
E_HOMO: -7.949 eV
Frontier orbital gap: 0.31213 Eh
Energy relative to the best compared isomer or geometry (same formula, charge and spin): 3.395 eV

---

[3]
Here is a molecular structure, C20H21AgN5O4S2Se in a non-equilibrium geometry from OMol25. Energies are from wB97M-V/def2-TZVPD.

The geometry in XYZ format:
```
54
Properties=species:S:1:pos:R:3:forces:R:3
Ag -2.033 1.522 -0.446 0.452 -1.036 -0.940
C -1.842 -0.819 3.679 0.013 0.048 -0.085
C -1.419 -0.200 2.372 -0.637 -0.496 -0.197
N -1.958 -0.461 1.236 0.310 0.092 0.295
N -3.036 -1.274 1.194 -0.316 -0.373 0.344
C -3.730 -1.493 0.052 0.239 0.052 -0.753
N -4.883 -2.223 0.232 -0.040 0.158 0.289
S -3.246 -1.019 -1.462 -0.212 -0.292 0.257
C -0.424 0.881 2.401 0.714 0.589 -0.086
C 0.130 1.343 3.596 -0.281 -0.329 -0.040
C 0.919 2.479 3.577 0.159 0.203 -0.177
C 1.126 3.133 2.377 0.044 -0.050 0.255
C 0.556 2.590 1.235 0.018 -0.046 -0.200
N -0.154 1.476 1.233 0.012 -0.079 0.455
H -2.462 -1.703 3.546 0.050 -0.012 0.068
H -2.392 -0.092 4.280 0.011 -0.018 0.040
H -0.962 -1.136 4.237 -0.012 0.048 0.050
H -3.486 -1.547 2.057 0.028 0.054 0.015
H -5.378 -2.093 1.105 0.018 0.017 -0.043
H -5.479 -2.170 -0.579 -0.006 -0.058 -0.027
H -0.071 0.844 4.534 -0.029 0.025 -0.005
H 1.340 2.867 4.496 -0.012 -0.009 0.012
H 1.683 4.058 2.327 -0.029 0.002 -0.026
H 0.658 3.079 0.271 -0.045 0.040 0.017
N -0.464 0.410 -1.643 0.623 -0.213 -0.588
S 0.980 0.521 -2.239 -0.094 -0.483 0.304
C 1.248 -0.932 -3.325 -0.060 0.282 0.086
C 2.485 -1.193 -3.896 0.066 -0.013 0.008
C 2.632 -2.289 -4.731 0.048 0.058 -0.005
C 1.546 -3.114 -4.997 -0.072 -0.063 0.014
C 0.313 -2.843 -4.423 0.062 0.006 -0.052
C 0.157 -1.738 -3.595 -0.038 -0.020 0.040
C 2.180 0.019 -0.965 -0.060 0.090 -0.196
C 2.216 -1.285 -0.491 -0.020 -0.004 0.050
C 3.081 -1.614 0.540 -0.032 -0.049 -0.011
C 3.894 -0.640 1.106 0.013 0.035 -0.023
C 3.823 0.669 0.655 0.082 0.010 0.058
C 2.969 1.000 -0.387 -0.055 -0.004 -0.127
H -0.598 -0.479 -1.161 -0.024 -0.045 0.006
H 3.335 -0.556 -3.676 -0.008 0.007 0.008
H 3.596 -2.504 -5.176 -0.002 0.022 0.002
H 1.664 -3.967 -5.653 0.002 -0.006 0.020
H -0.537 -3.486 -4.617 0.006 0.005 -0.037
H -0.807 -1.504 -3.159 0.003 0.051 0.053
H 1.567 -2.040 -0.919 0.019 -0.019 -0.049
H 3.119 -2.634 0.903 0.002 0.008 0.003
H 4.585 -0.905 1.896 -0.052 0.020 0.046
H 4.429 1.437 1.119 0.012 -0.005 -0.023
H 2.903 2.020 -0.744 0.004 0.024 0.006
O -1.836 3.843 -0.944 0.307 0.290 -0.198
Se -2.757 3.974 0.419 -0.534 0.490 0.105
O -3.723 5.258 0.364 -0.459 0.494 -0.004
O -3.658 2.552 0.457 -0.631 0.467 0.405
O -1.797 3.976 1.729 0.441 0.035 0.581
```
Positions in Å, forces in eV/Å.

Properties
E_HOMO: -3.449 eV
Total charge: -1
Frontier orbital gap: 0.20891 Eh
Energy relative to the best compared isomer or geometry (same formula, charge and spin): 1.318 eV

---

[4]
Here is a single C4H8OS molecule from OMol25. Energies are from wB97M-V/def2-TZVPD.

The geometry in XYZ format:
```
14
Properties=species:S:1:pos:R:3:forces:R:3
O -0.156 -2.522 -1.659 -0.076 0.033 0.020
C -0.392 -1.383 -1.970 0.174 -0.092 0.001
C -0.199 -0.207 -1.052 -0.395 0.088 -0.237
C -0.435 -0.562 0.396 0.225 -0.438 0.189
C -0.610 0.629 1.325 0.776 -0.487 -0.259
S 0.890 1.665 1.398 0.101 0.149 0.088
H -0.768 -1.156 -2.985 0.036 0.038 -0.079
H 0.825 0.150 -1.178 0.075 0.131 -0.132
H -0.864 0.599 -1.379 0.050 0.018 -0.027
H 0.386 -1.202 0.722 0.164 0.166 0.182
H -1.293 -1.219 0.498 -0.429 0.025 -0.101
H -1.431 1.252 0.995 -0.290 0.032 0.297
H -0.733 0.223 2.326 -0.406 0.356 0.100
H 0.433 2.707 0.695 -0.007 -0.018 -0.042
```
Positions in Å, forces in eV/Å.

Properties
E_HOMO: -9.251 eV
SMILES: O=CCCCS
Frontier orbital gap: 0.36895 Eh
Energy relative to the best compared isomer or geometry (same formula, charge and spin): 0.493 eV

---

[5]
Here is a molecular structure, C25H34Cl3KN7OS2Si in a non-equilibrium geometry from OMol25. Energies are from wB97M-V/def2-TZVPD.

The geometry in XYZ format:
```
74
Properties=species:S:1:pos:R:3:forces:R:3
K -0.766 -0.813 -0.448 0.135 -0.044 0.303
C -2.679 3.194 -6.313 -0.711 0.243 2.036
C -1.398 3.229 -5.455 -0.135 -0.248 0.359
C -1.263 4.057 -4.326 1.069 1.510 0.273
C -0.035 4.106 -3.537 -2.042 -1.467 -2.227
C 0.254 5.018 -2.424 0.093 2.265 0.704
C 0.922 3.170 -3.868 -0.601 -1.067 -1.627
C 0.786 2.251 -4.968 -0.897 0.037 1.048
C 1.795 1.122 -5.062 0.125 0.098 -1.478
C -0.381 2.276 -5.760 0.282 1.705 1.712
H -3.061 4.142 -6.680 0.551 0.476 -0.080
H -3.575 2.844 -5.707 1.208 -0.126 -0.645
H -2.499 2.563 -7.148 -0.152 -0.674 -0.696
H -2.016 4.871 -4.118 0.605 -1.165 -0.217
H -0.609 5.582 -1.995 0.323 -0.674 -0.452
H 0.946 5.847 -2.785 -0.551 -1.053 0.519
H 0.727 4.477 -1.600 0.098 0.202 -0.097
H 1.780 3.086 -3.240 0.684 -0.070 0.253
H 1.825 0.701 -6.110 0.062 0.492 1.008
H 1.547 0.276 -4.415 0.008 0.264 0.133
H 2.792 1.508 -4.808 -0.210 -0.347 -0.035
H -0.564 1.595 -6.561 0.183 -0.448 -0.409
N -2.012 -1.645 2.324 1.103 0.552 0.410
N -3.145 -2.401 2.036 -1.877 -1.491 0.542
C -3.281 -3.650 2.583 1.331 0.927 -0.397
N -3.865 -4.535 1.740 -1.482 -0.725 0.000
S -2.538 -4.128 4.024 -0.103 0.128 -0.530
H -1.530 -2.099 3.155 -0.916 0.877 -1.144
H -2.242 -0.661 2.483 -0.042 -0.500 0.565
H -3.916 -2.091 1.410 1.474 0.008 0.166
H -4.599 -4.178 1.102 0.816 -0.454 0.314
H -3.974 -5.480 2.122 -0.245 0.852 -0.212
S 2.321 -0.551 0.616 0.805 -0.114 0.180
C 1.893 -0.181 2.259 1.192 -1.527 -0.915
N 2.569 -0.580 3.396 -0.446 0.268 -1.252
N 3.784 -1.052 3.109 0.981 -0.358 -1.463
C 4.769 -1.513 4.019 -0.032 1.335 -0.481
C 6.151 -1.312 3.657 -1.825 -0.013 0.801
C 7.103 -1.355 4.669 -0.865 -0.494 -0.570
C 6.748 -1.903 5.921 -1.411 0.972 -0.987
C 5.407 -2.036 6.280 0.642 -0.683 -0.400
C 4.431 -1.869 5.308 -0.925 0.188 0.774
N 0.754 0.470 2.488 -2.164 3.078 1.326
N 0.241 1.269 1.583 1.846 -1.939 -0.229
C -0.726 2.172 1.998 -0.704 0.664 -0.172
C -1.096 2.294 3.317 -1.171 1.272 1.430
C -2.025 3.264 3.787 0.388 -0.421 -2.011
C -2.577 4.121 2.846 0.224 0.060 -0.573
C -2.269 3.947 1.470 -0.523 1.223 -0.612
C -1.326 3.065 1.027 0.488 -2.139 1.327
H 4.100 -0.909 2.106 -0.685 -0.339 1.103
H 6.280 -1.100 2.601 0.635 0.550 0.228
H 8.054 -0.859 4.521 0.439 -0.798 -0.201
H 7.491 -2.316 6.514 1.444 0.074 1.544
H 5.119 -2.297 7.306 0.203 -0.158 -0.519
H 3.382 -1.982 5.594 0.281 0.231 -0.285
H -0.622 1.715 4.069 0.406 -0.781 0.264
H -2.373 3.305 4.800 0.334 0.033 0.441
H -3.169 4.977 3.159 -0.292 -0.327 -0.110
H -2.765 4.539 0.658 0.333 -0.247 1.143
H -1.114 2.888 -0.020 0.064 0.248 -0.024
C -0.548 -5.616 -2.260 -0.340 0.219 0.188
C -0.853 -4.425 -1.315 0.431 -0.568 -0.619
O -0.243 -3.168 -1.680 0.207 -0.394 -0.828
H -0.866 -6.532 -1.750 0.451 0.042 0.253
H 0.525 -5.671 -2.529 -0.633 -0.075 0.003
H -1.232 -5.651 -3.131 0.700 0.565 0.027
H -0.514 -4.673 -0.299 -0.051 0.355 -0.340
H -1.920 -4.291 -1.332 -0.572 0.154 0.370
H -0.275 -3.054 -2.655 -0.164 -0.307 0.928
Cl -4.664 -2.973 -3.593 -0.767 0.205 -0.828
Si -3.964 -2.089 -1.827 2.033 -1.350 1.292
Cl -5.627 -2.323 -0.451 -0.698 0.137 0.119
Cl -3.782 0.020 -1.888 -0.446 1.074 -0.419
```
Positions in Å, forces in eV/Å.

Properties
E_HOMO (spin up / spin down): -4.517 / -4.192 eV
Total charge: -1
Frontier orbital gap (spin up / spin down): 0.22889 / 0.21698 Eh
Energy relative to the best compared isomer or geometry (same formula, charge and spin): 1.247 eV

---

[6]
Here is a molecular structure, C15H34FHgN2O3PS in a non-equilibrium geometry from OMol25. Energies are from wB97M-V/def2-TZVPD.

The geometry in XYZ format:
```
58
Properties=species:S:1:pos:R:3:forces:R:3
C 0.536 0.415 3.802 -1.090 4.144 0.141
C 1.442 1.560 2.993 0.418 -1.950 -0.425
C 1.122 1.340 1.397 -0.637 1.381 0.900
C 1.927 2.360 0.394 -0.768 -0.947 -0.972
C 1.008 2.495 -0.989 1.393 0.755 -0.423
C 0.109 3.865 -1.051 -0.224 -0.053 0.127
C -1.169 3.890 -0.008 -0.358 0.910 -0.844
C -2.513 3.114 -0.591 -0.356 0.403 0.600
C -2.864 1.769 0.304 -0.454 -0.107 -0.953
C -2.501 0.364 -0.459 0.158 -0.897 0.968
C -2.730 -0.884 0.619 -0.372 0.919 -0.577
C -2.607 -2.356 -0.106 0.326 -0.012 1.808
C -1.166 -3.011 0.399 0.124 -0.979 -0.877
C -0.466 -3.958 -0.787 -1.091 0.262 0.273
C 0.056 -3.062 -2.057 -2.976 -1.564 -0.924
N 1.090 -2.011 -1.722 1.264 -1.873 0.557
P 2.228 -2.531 -0.451 3.391 -0.076 -1.423
N 3.639 -1.387 -0.517 -2.512 -1.010 1.695
O 2.928 -4.095 -0.761 -1.740 3.036 2.848
S 1.923 -1.422 -3.156 6.490 5.041 -3.102
O 3.232 -2.199 -3.485 -6.308 2.001 1.406
O 2.218 0.109 -2.939 -2.195 -6.520 -0.419
F 0.811 -1.485 -4.503 2.133 -0.474 3.795
H 0.520 0.602 4.962 0.296 -1.029 -2.245
H -0.563 0.525 3.382 2.156 -0.879 0.852
H 0.933 -0.655 3.515 -1.012 1.010 1.319
H 1.260 2.648 3.388 0.055 -2.238 -0.795
H 2.564 1.277 3.181 -1.921 0.896 -0.245
H 1.327 0.197 1.124 -0.155 1.781 0.256
H -0.048 1.485 1.240 2.450 -0.409 0.250
H 2.138 3.426 0.858 -0.441 -2.383 -0.769
H 2.928 1.837 0.065 -1.683 1.257 0.859
H 1.796 2.551 -1.875 -1.795 -0.132 1.764
H 0.404 1.504 -1.150 0.918 1.968 0.326
H -0.292 3.980 -2.159 0.728 -0.235 2.333
H 0.776 4.832 -0.844 -1.213 -2.314 -0.409
H -0.903 3.492 1.069 -0.407 0.787 -2.149
H -1.467 5.036 0.108 0.709 -2.497 -0.109
H -3.425 3.876 -0.488 2.019 -1.768 -0.200
H -2.436 2.871 -1.752 0.036 0.373 2.545
H -4.031 1.775 0.515 2.490 -0.186 -0.327
H -2.307 1.797 1.339 -1.076 0.026 -1.927
H -1.359 0.275 -0.787 -2.289 0.496 0.556
H -3.159 0.166 -1.405 1.173 0.590 1.808
H -3.777 -0.758 1.135 2.004 -0.276 -1.097
H -1.924 -0.714 1.475 -1.549 -0.660 -1.648
H -2.713 -2.309 -1.271 0.292 0.027 2.298
H -3.472 -3.043 0.338 1.930 1.379 -1.210
H -0.390 -2.193 0.728 -1.568 -1.170 -0.628
H -1.351 -3.716 1.316 0.348 1.397 -1.653
H 0.327 -4.706 -0.351 -1.286 1.513 -0.963
H -1.358 -4.639 -1.193 2.109 1.455 0.692
H -0.896 -2.471 -2.465 2.199 -1.165 0.948
H 0.366 -3.792 -2.932 -0.151 1.563 1.861
H 4.052 -1.419 0.464 -0.257 -0.129 -1.715
H 3.247 -0.422 -0.592 0.332 -0.526 -0.400
H 3.079 -4.484 0.172 -0.131 0.333 -1.970
Hg 1.897 -1.711 2.567 0.071 -1.248 -2.387
```
Positions in Å, forces in eV/Å.

Properties
E_HOMO: -15.086 eV
Total charge: +2
Frontier orbital gap: 0.11569 Eh

---

no.,total energy (eV)
1,-91844.3654
2,-22314.9948
3,-127733.7803
4,-17159.9569
5,-122398.3103
6,-52216.4960